Entry 1:
{"formula": "C34H20BrCl5CrF4N4P", "method": "ωB97M-V with the def2-TZVPD basis set", "mol_weight_g_mol": 900.693, "total_charge": 2, "e_homo_ev": [-14.4, -14.4], "e_tot_ha": -8186.36140, "multiplicity": 2, "s2": 0.7712, "elements": ["Cr", "Cl", "C", "C", "C", "Cl", "C", "Cl", "C", "Cl", "C", "Cl", "F", "C", "C", "F", "C", "F", "C", "P", "C", "C", "C", "C", "C", "C", "C", "C", "C", "C", "C", "C", "C", "Br", "C", "F", "H", "H", "H", "H", "H", "H", "H", "H", "H", "H", "C", "C", "N", "C", "C", "N", "H", "H", "H", "H", "H", "H", "N", "C", "C", "C", "C", "C", "N", "C", "H", "H", "H", "H"], "xyz": [[0.698900, -1.114546, -0.222702], [4.149722, -2.042144, -1.446168], [3.345559, -2.915125, -0.200306], [2.082529, -2.502546, 0.188187], [1.480649, -3.215017, 1.208506], [-0.114677, -2.548786, 1.510267], [2.008640, -4.310975, 1.851322], [1.150750, -5.126260, 3.083777], [3.284190, -4.717869, 1.426848], [4.018295, -6.064493, 2.164933], [3.949905, -4.023549, 0.402330], [5.499221, -4.530325, -0.103191], [0.460873, 4.667091, -4.422909], [0.174986, 3.833155, -3.454710], [-0.795891, 4.142939, -2.515071], [-1.437518, 5.287625, -2.574906], [-1.089166, 3.240119, -1.501793], [-2.010794, 3.608258, -0.619134], [-0.455731, 2.005068, -1.388021], [-0.892609, 0.765803, -0.079922], [-2.657729, 0.336818, -0.262499], [-2.978579, -1.024531, -0.281004], [-4.295872, -1.444540, -0.379101], [-5.312941, -0.505853, -0.454030], [-5.006708, 0.846717, -0.396460], [-3.692649, 1.273432, -0.293290], [-0.810328, 1.742427, 1.449947], [-1.634493, 1.389926, 2.517729], [-1.545089, 2.080378, 3.717242], [-0.631334, 3.113705, 3.861628], [0.206865, 3.451169, 2.806443], [0.125317, 2.764822, 1.606334], [0.541072, 1.744374, -2.330289], [1.634162, 0.162346, -2.268152], [0.854723, 2.628184, -3.344968], [1.811750, 2.332370, -4.214609], [-2.199055, -1.765689, -0.199051], [-4.523979, -2.502538, -0.388434], [-6.343677, -0.821986, -0.543325], [-5.799856, 1.582150, -0.419912], [-3.496085, 2.331305, -0.222800], [-2.359320, 0.591787, 2.407684], [-2.200395, 1.814484, 4.536176], [-0.579614, 3.666535, 4.790059], [0.916974, 4.261709, 2.911004], [0.773601, 3.047418, 0.784621], [-1.267114, -0.934769, -3.458498], [-0.849423, -2.211291, -2.819392], [-0.218303, -2.418942, -1.657165], [-0.130849, -3.799370, -1.502203], [-0.695483, -4.408629, -2.567084], [-1.145394, -3.394422, -3.374680], [-1.482524, -0.172644, -2.714879], [-2.172535, -1.095856, -4.042531], [-0.497047, -0.565682, -4.137298], [0.338722, -4.267726, -0.660267], [-0.819546, -5.450018, -2.806279], [-1.614939, -3.516938, -4.258667], [4.812800, 3.742865, 0.664588], [4.192979, 2.879736, 1.099797], [3.382060, 1.834557, 1.647753], [3.281136, 1.635038, 3.021782], [2.432823, 0.634371, 3.462191], [1.721900, -0.111233, 2.542723], [1.819196, 0.067942, 1.213206], [2.649356, 1.027591, 0.790229], [3.843218, 2.246575, 3.714508], [2.315836, 0.433505, 4.517405], [1.040765, -0.865626, 2.899500], [2.757769, 1.175628, -0.273021]], "forces_ev_per_angstrom": [[0.1, -0.5, -1.0], [0.1, 0.0, -0.1], [-0.1, 0.1, 0.0], [0.1, 0.1, 0.4], [0.4, 0.1, -0.3], [-0.5, -0.2, 0.5], [0.1, -0.2, 0.1], [0.0, 0.1, 0.0], [-0.1, 0.0, 0.0], [0.0, 0.0, 0.0], [0.0, 0.0, 0.0], [0.0, 0.0, 0.0], [0.0, 0.1, -0.1], [-0.1, -0.1, 0.1], [0.0, -0.1, 0.0], [0.0, 0.1, 0.0], [0.1, -0.2, 0.0], [0.1, 0.2, 0.0], [0.0, -0.2, 0.1], [-0.5, 0.9, 0.0], [0.2, -0.3, 0.0], [0.0, 0.1, 0.0], [0.0, 0.0, 0.0], [0.0, 0.0, 0.0], [0.0, 0.1, 0.0], [-0.1, 0.1, 0.0], [0.1, -0.1, 0.1], [0.0, 0.0, -0.1], [0.0, 0.0, 0.1], [0.0, 0.0, 0.0], [0.0, 0.0, 0.0], [-0.1, 0.0, -0.1], [0.1, -0.1, 0.1], [-0.2, 0.0, 0.1], [0.1, -0.2, 0.0], [-0.1, 0.1, 0.0], [0.1, -0.1, -0.1], [0.0, 0.0, 0.0], [0.0, 0.0, 0.0], [0.0, 0.0, 0.0], [0.0, -0.1, 0.0], [0.0, 0.0, 0.0], [0.0, 0.0, 0.0], [0.0, 0.0, 0.0], [0.0, 0.0, 0.0], [0.0, 0.1, 0.0], [0.1, 0.0, 0.0], [-0.2, 0.0, 0.0], [0.3, 0.5, 0.4], [-0.1, -0.2, -0.2], [0.0, 0.0, 0.2], [0.1, 0.1, 0.0], [0.0, 0.0, 0.0], [0.0, 0.0, 0.0], [0.0, 0.0, 0.0], [0.0, 0.0, 0.0], [0.0, 0.0, 0.0], [0.0, 0.1, 0.0], [0.0, -0.1, 0.0], [0.1, 0.1, -0.1], [-0.1, -0.2, 0.3], [0.0, -0.1, -0.1], [0.1, 0.1, 0.0], [-0.1, 0.0, 0.2], [0.0, -0.1, -0.2], [0.2, 0.1, -0.1], [0.0, 0.0, 0.0], [0.0, 0.0, 0.0], [0.0, -0.1, -0.1], [0.0, 0.0, 0.1]]}

***

Entry 2:
{"formula": "C34H23FeN6O9Se", "method": "ωB97M-V with the def2-TZVPD basis set", "e_above_lowest_kcal_mol": 54.55, "mol_weight_g_mol": 794.396, "total_charge": -2, "e_homo_ev": [-2.5, -2.5], "e_tot_ha": -5980.23711, "multiplicity": 2, "s2": 1.0155, "elements": ["Fe", "O", "C", "C", "C", "C", "C", "C", "C", "O", "N", "N", "C", "C", "C", "C", "C", "C", "C", "O", "H", "H", "H", "H", "H", "H", "H", "H", "H", "H", "N", "C", "C", "C", "C", "C", "C", "C", "C", "C", "C", "C", "C", "H", "H", "H", "H", "H", "H", "H", "H", "H", "H", "O", "C", "O", "C", "C", "C", "C", "C", "C", "N", "O", "O", "N", "O", "O", "H", "H", "H", "Se", "C", "N"], "xyz": [[-0.803696, -0.456645, -0.243516], [3.467263, -1.836441, -0.997544], [4.118880, -0.664599, -0.941926], [5.432840, -0.620965, -1.416946], [6.147962, 0.559887, -1.388455], [5.568256, 1.721579, -0.887361], [4.270510, 1.675484, -0.410806], [3.528898, 0.496952, -0.422374], [2.142070, 0.467686, 0.118377], [1.431956, -0.584684, -0.077480], [1.753860, 1.508613, 0.820149], [0.463201, 1.275991, 1.222476], [0.056834, 1.840402, 2.291617], [-1.266904, 1.565547, 2.827025], [-1.784081, 2.434540, 3.791610], [-3.000158, 2.215221, 4.407411], [-3.720399, 1.070589, 4.057969], [-3.231572, 0.176888, 3.133640], [-1.986300, 0.374642, 2.478404], [-1.584213, -0.519484, 1.636629], [2.536768, -1.636955, -0.723776], [5.859721, -1.534688, -1.810531], [7.163805, 0.577678, -1.766835], [6.123819, 2.650820, -0.870237], [3.794863, 2.556506, -0.002375], [0.717306, 2.520223, 2.838700], [-1.192863, 3.305813, 4.057883], [-3.381946, 2.908509, 5.146812], [-4.683844, 0.878788, 4.518600], [-3.794405, -0.704107, 2.850505], [-1.680229, 1.368219, -0.432995], [-2.091574, 2.079871, -1.610454], [-2.786790, 3.266522, -1.397948], [-3.136974, 4.088626, -2.449223], [-2.750950, 3.721543, -3.727646], [-2.069086, 2.538527, -3.933885], [-1.750691, 1.644532, -2.894625], [-1.025210, 0.365517, -3.181000], [-0.957642, -0.033229, -4.528212], [-0.208096, -1.115993, -4.938631], [0.521797, -1.813588, -3.991741], [0.417321, -1.463433, -2.659901], [-0.377630, -0.411826, -2.196247], [-1.060687, 1.956024, 0.119312], [-2.487405, 1.155905, 0.150548], [-3.040452, 3.535216, -0.378623], [-3.677517, 5.009186, -2.269855], [-2.970948, 4.364519, -4.571421], [-1.750343, 2.310873, -4.937620], [-1.534069, 0.492549, -5.274056], [-0.202424, -1.410207, -5.981766], [1.129566, -2.665962, -4.271359], [0.939760, -2.086567, -1.949593], [0.737186, -4.109141, -0.756925], [0.407312, -3.248178, 0.054034], [-0.491543, -2.369050, -0.124772], [1.102533, -3.312926, 1.418577], [1.953979, -4.385043, 1.644576], [2.626458, -4.478626, 2.854548], [2.502810, -3.529820, 3.852226], [1.649467, -2.473690, 3.585659], [0.937196, -2.339842, 2.399169], [1.505514, -1.453985, 4.627594], [2.052572, -1.658784, 5.702887], [0.874825, -0.454477, 4.366234], [3.510371, -5.616771, 3.094196], [3.588263, -6.477166, 2.236998], [4.112820, -5.664398, 4.155700], [2.084751, -5.116945, 0.862393], [3.033087, -3.607705, 4.785634], [0.247627, -1.518934, 2.250656], [-5.478647, -1.829270, -0.211591], [-3.785802, -1.349137, -0.566420], [-2.705799, -1.006093, -0.821232]], "forces_ev_per_angstrom": [[-0.2, -0.1, -0.8], [0.2, 0.0, -0.1], [0.0, 0.0, 0.0], [0.0, 0.0, 0.0], [0.0, 0.0, 0.0], [0.0, 0.0, 0.0], [0.0, 0.0, 0.0], [0.0, 0.0, 0.0], [0.0, 0.3, 0.3], [-0.2, 0.1, -0.2], [0.2, -0.1, -0.2], [-0.2, 0.0, 0.3], [0.1, -0.1, -0.2], [-0.1, -0.1, 0.1], [0.0, 0.0, 0.0], [0.0, 0.1, 0.0], [-0.1, 0.0, 0.0], [0.0, 0.1, 0.0], [-0.1, 0.1, 0.0], [0.3, 0.0, 0.1], [-0.1, 0.0, 0.1], [0.0, 0.0, 0.0], [0.0, 0.0, 0.0], [0.0, 0.0, 0.0], [0.0, 0.0, 0.0], [0.0, 0.0, 0.0], [0.0, 0.0, 0.0], [0.0, 0.0, 0.0], [0.0, 0.0, 0.0], [0.0, 0.0, 0.0], [0.2, -0.2, 0.1], [0.1, -0.1, -0.1], [0.0, 0.0, 0.0], [0.0, 0.1, 0.1], [0.0, 0.0, -0.1], [0.0, -0.1, 0.1], [0.0, 0.1, 0.1], [0.2, 0.2, 0.1], [0.0, 0.0, 0.2], [0.0, 0.0, 0.0], [0.0, 0.0, -0.1], [0.1, -0.1, 0.3], [-0.2, 0.0, -0.2], [0.0, 0.0, 0.0], [0.0, 0.1, 0.0], [0.0, 0.0, 0.0], [0.0, 0.0, 0.0], [0.0, 0.0, 0.0], [0.0, 0.0, -0.1], [0.0, 0.0, -0.1], [0.0, 0.0, 0.0], [0.0, 0.0, 0.0], [-0.1, 0.1, -0.2], [0.1, -0.1, 0.0], [-0.4, 0.0, 0.0], [0.2, -0.3, 0.4], [0.1, 0.1, -0.1], [0.1, 0.1, 0.1], [-0.1, 0.2, -0.1], [-0.2, 0.0, -0.2], [0.0, -0.2, -0.2], [0.1, -0.2, 0.1], [0.1, 0.4, 0.2], [-0.1, 0.0, 0.0], [0.0, -0.1, 0.0], [0.1, -0.4, 0.1], [0.0, 0.1, 0.0], [0.0, 0.1, -0.1], [0.0, 0.0, 0.0], [0.0, 0.0, 0.0], [0.0, 0.1, -0.1], [-0.1, 0.0, 0.0], [0.0, 0.1, -0.2], [0.2, 0.0, 0.4]]}

***

- What is the formula in the first record?
  C34H20BrCl5CrF4N4P